Record 1
Here is a 3-piece molecular cluster, C13H21FN2O8S overall in a non-equilibrium geometry from the Open Molecules 2025 dataset. Energies are from ωB97M-V with the def2-TZVPD basis set.

Structure (ORCA input):
```
! wB97M-V def2-TZVPD RIJCOSX def2/J DEFGRID3
* xyz 0 1
C -0.5092 -1.7210 -1.4200
S 1.0984 -2.3122 -0.8592
O 1.3011 -3.6112 -1.4459
O 2.1242 -1.3405 -1.1555
C 0.9852 -2.5027 0.9541
C -0.2568 -3.2327 1.3044
N -1.1929 -3.6807 1.7729
C 1.0807 -1.1249 1.6560
F 1.6483 -1.2777 2.8955
C -0.2588 -0.4763 1.7817
N -1.1609 0.2130 1.6978
H -0.6097 -0.6572 -1.1908
H -0.4621 -1.8497 -2.5065
H -1.3188 -2.3325 -1.0162
H 1.8256 -3.1335 1.2703
H 1.7533 -0.4744 1.0851
C 6.8233 3.4225 3.9818
C 5.3465 3.1700 4.2016
O 4.6075 3.2777 2.9764
C 4.6771 2.2174 2.1725
O 5.2687 1.1932 2.3953
O 3.9643 2.4822 1.0750
C 4.0027 1.4478 0.0902
H 6.9757 4.3799 3.4815
H 7.3528 3.4342 4.9347
H 7.2642 2.6493 3.3529
H 4.9322 3.9300 4.8624
H 5.1693 2.1987 4.6637
H 3.7324 0.4845 0.5187
H 4.9936 1.3911 -0.3582
H 3.2798 1.7079 -0.6784
C -6.9163 -2.3343 -3.6332
C -6.2244 -1.2323 -4.4077
O -6.1659 -0.0151 -3.6501
C -5.2156 0.0343 -2.7183
O -4.4076 -0.8270 -2.4807
O -5.3155 1.2034 -2.0851
C -4.3931 1.3691 -1.0054
H -7.8986 -2.0023 -3.2939
H -7.0394 -3.2188 -4.2585
H -6.3416 -2.6144 -2.7506
H -6.7932 -0.9930 -5.3049
H -5.2232 -1.5289 -4.7212
H -3.3707 1.1865 -1.3306
H -4.6516 0.7019 -0.1841
H -4.4812 2.3986 -0.6695
*
```

SMILES   CS(=O)(=O)[C@H](C#N)[C@H](F)C#N.CCOC(=O)OC.CCOC(=O)OC
Total energy   -1717.3985 a.u.
Orbital gap   0.4156 Ha

***

Record 2
Here is a 2-piece molecular cluster, C5H11OS overall in a non-equilibrium geometry from the Open Molecules 2025 dataset. Energies are from ωB97M-V with the def2-TZVPD basis set.

Structure (ORCA input):
```
! wB97M-V def2-TZVPD RIJCOSX def2/J DEFGRID3
* xyz 0 2
C 1.1599 -0.7850 1.8209
C 1.6036 -1.4960 0.5300
S 1.5974 -0.4023 -0.8812
H 0.1285 -0.4540 1.7084
H 1.8024 0.0837 1.9671
H 1.2641 -1.4783 2.6510
H 1.0218 -2.4093 0.3792
H 2.6288 -1.8551 0.6679
C -2.4023 0.9798 0.8953
C -1.6448 0.7497 -0.1813
O -1.3324 -0.5004 -0.5950
C -0.9388 1.8794 -0.9251
H -2.5894 1.9962 1.2065
H -2.9814 0.1778 1.3347
H -0.3734 -0.5724 -0.8455
H -1.4168 2.8320 -0.6949
H 0.0821 1.9267 -0.5480
H -1.0387 1.7183 -1.9952
*
```

Total energy   -670.4536 a.u.
Orbital gap (alpha / beta)   0.3448 / 0.2231 Ha
ΔE to the lowest compared entry with this formula, charge and spin   14.9 kJ/mol

***

Record 3
Here is a 9-piece molecular cluster, C50H115N5O10 overall in a non-equilibrium geometry from the Open Molecules 2025 dataset. Energies are from ωB97M-V with the def2-TZVPD basis set.

Structure (ORCA input):
```
! wB97M-V def2-TZVPD RIJCOSX def2/J DEFGRID3
* xyz 0 1
C 0.8807 3.1106 -4.7746
C 0.8560 1.6270 -4.4890
O -0.5261 1.1672 -4.5726
H 0.3718 3.3061 -5.7190
H 1.9363 3.3999 -4.7569
H 0.3783 3.7473 -4.0459
H 1.2382 1.4555 -3.4820
H 1.3709 0.9778 -5.1973
H -0.6610 0.7992 -5.4493
C 0.5981 -0.3256 -1.2606
C -0.6340 0.5498 -1.2286
O -1.6991 -0.0516 -1.9534
H 0.4657 -1.2985 -0.7987
H 1.3862 0.3265 -0.8652
H 0.9055 -0.4875 -2.3008
H -0.4308 1.5100 -1.7171
H -0.8929 0.6315 -0.1688
H -1.4645 0.0703 -2.8818
C -5.7238 0.0023 0.8598
C -4.7652 0.6818 -0.1152
O -3.9862 1.6831 0.5348
H -5.1981 -0.6205 1.5888
H -6.3927 -0.6615 0.3105
H -6.3434 0.6871 1.4379
H -5.4199 1.2204 -0.8124
H -4.0992 0.0212 -0.6711
H -3.2069 1.9018 0.0199
C -2.9845 -4.6578 -1.9055
C -3.6441 -3.5153 -1.2088
O -3.8757 -2.4545 -2.1778
H -2.8137 -5.5710 -1.3274
H -1.9756 -4.4293 -2.2649
H -3.5632 -4.9321 -2.7892
H -3.0350 -3.0607 -0.4227
H -4.6273 -3.7674 -0.8136
H -3.0181 -2.0108 -2.1994
C 3.0055 -5.6110 4.6931
C 2.2124 -5.4796 3.3866
C 0.7339 -5.6088 3.8148
C -0.1938 -5.1584 2.6990
C 0.1420 -3.7321 2.2332
C 1.5931 -3.5387 1.8490
N 2.4810 -4.1328 2.8268
O 3.8209 -3.8423 2.5979
C 1.7863 -4.0209 0.3741
C 1.8217 -2.0019 1.8409
C 2.7287 -6.5795 2.4438
H 4.0211 -6.0161 4.6489
H 2.5409 -6.3252 5.3830
H 3.1278 -4.7258 5.3251
H 0.4328 -6.6224 4.0755
H 0.5569 -4.9151 4.6410
H -1.2355 -5.4794 2.7649
H 0.0399 -5.7639 1.8055
H -0.0216 -3.0255 3.0528
H -0.4758 -3.4504 1.3811
H 1.7102 -5.1081 0.4345
H 1.0965 -3.5543 -0.3243
H 2.8092 -3.8271 0.0457
H 0.9045 -1.5884 1.4030
H 2.0115 -1.4603 2.7659
H 2.5267 -1.6817 1.0691
H 3.4094 -6.1132 1.7268
H 1.9171 -7.1078 1.9431
H 3.4273 -7.2905 2.8880
H 4.0392 -3.1309 3.2102
C 0.2513 -1.9490 -5.5766
C 0.4156 -3.3714 -6.1659
C -0.1577 -3.4162 -7.5887
C 0.8219 -2.8309 -8.6346
C 2.2578 -3.3557 -8.5434
C 2.8284 -3.4335 -7.0991
N 1.7729 -3.8435 -6.1898
O 2.2812 -4.0899 -4.8956
C 3.9465 -4.5146 -7.1889
C 3.4561 -2.0729 -6.8002
C -0.4276 -4.2800 -5.2488
H -0.8095 -1.7106 -5.4959
H 0.7582 -1.2222 -6.2204
H 0.6989 -1.7837 -4.5938
H -0.5314 -4.3923 -7.8986
H -1.0215 -2.7470 -7.6292
H 0.8914 -1.7749 -8.3458
H 0.5849 -2.8257 -9.6979
H 2.8338 -2.6143 -9.1031
H 2.4177 -4.3292 -9.0078
H 3.6648 -5.5550 -7.3269
H 4.6199 -4.1160 -7.9491
H 4.5562 -4.5406 -6.2786
H 2.7572 -1.2501 -6.9245
H 3.8095 -2.0933 -5.7601
H 4.3643 -1.9461 -7.3866
H -1.4789 -3.9955 -5.2212
H -0.0731 -4.3597 -4.2203
H -0.3425 -5.3249 -5.5660
H 2.7447 -3.2781 -4.6204
C 4.4871 4.8413 5.5005
C 3.3414 3.8244 5.4771
C 1.9705 4.4832 5.2853
C 1.8113 5.0111 3.8491
C 2.0437 3.9025 2.8316
C 3.2665 2.9917 2.9923
N 3.4677 2.7488 4.4579
O 4.7527 2.1390 4.6547
C 2.9117 1.5833 2.4751
C 4.5224 3.5793 2.3652
C 3.2453 3.0769 6.8488
H 4.7705 5.1116 6.5205
H 4.0297 5.7794 5.1679
H 5.3921 4.5985 4.9554
H 1.1260 3.8415 5.5276
H 2.0637 5.3492 5.9491
H 2.5316 5.8281 3.7453
H 0.8533 5.4960 3.6582
H 2.1029 4.4497 1.8796
H 1.1530 3.3063 2.6186
H 3.7487 1.0646 1.9984
H 2.5284 0.9741 3.2885
H 2.1921 1.6613 1.6541
H 4.7337 4.5300 2.8581
H 5.4260 2.9793 2.4529
H 4.3813 3.7586 1.2964
H 2.2786 2.5750 6.7450
H 3.1360 3.7693 7.6833
H 3.9868 2.3148 7.0743
H 4.4969 1.2985 5.0517
C -1.3640 1.3904 3.2748
C -2.0122 0.4847 4.3296
C -2.0504 -0.9079 3.7200
C -2.2995 -2.0416 4.6982
C -1.3346 -1.9465 5.8626
C -1.3093 -0.5644 6.5663
N -1.1258 0.4736 5.5043
O -1.0199 1.7588 6.1101
C -2.6309 -0.4264 7.3522
C -0.1293 -0.4923 7.4755
C -3.4722 0.9603 4.5725
H -0.3062 1.1327 3.1722
H -1.3349 2.3780 3.7439
H -1.8449 1.3178 2.3030
H -2.8077 -1.0942 2.9543
H -1.0794 -1.1463 3.2710
H -2.2109 -2.9816 4.1490
H -3.3442 -1.9916 5.0241
H -0.3268 -2.2126 5.5292
H -1.5913 -2.7088 6.6044
H -2.7186 0.5551 7.8178
H -3.4840 -0.6336 6.7073
H -2.6835 -1.2113 8.1086
H 0.8279 -0.7102 6.9947
H 0.1186 0.4962 7.8850
H -0.2182 -0.9973 8.4420
H -4.3172 0.3001 4.3800
H -3.7187 1.7250 3.8232
H -3.5050 1.5345 5.4998
H -1.9324 1.9558 6.3787
C -0.0719 7.2905 -5.6929
O -1.1583 7.8862 -5.0482
C -2.2953 7.0714 -5.0382
C -3.4159 7.6431 -4.2302
N -4.5804 6.7653 -4.2083
C -4.9091 6.2320 -2.8669
C -4.1204 4.9894 -2.4501
O -4.4410 3.8753 -3.2611
C -3.5682 2.7801 -3.0866
H 0.8188 7.8939 -5.5061
H -0.1779 7.2546 -6.7834
H 0.1528 6.2923 -5.2987
H -2.0906 6.0198 -4.7514
H -2.5854 6.7856 -6.0699
H -3.7299 8.6098 -4.6379
H -2.9688 7.8810 -3.2588
H -4.4527 5.9506 -4.7991
H -5.9495 5.9343 -3.0217
H -4.8033 6.9553 -2.0627
H -4.3590 4.7943 -1.3999
H -3.0557 5.1838 -2.6363
H -3.7596 2.2249 -2.1659
H -2.5327 3.1417 -3.0828
H -3.7400 2.1576 -3.9625
*
```

SMILES   CC1(C)CCCC(C)(C)N1O.CC1(C)CCCC(C)(C)N1O.CC1(C)CCCC(C)(C)N1O.CC1(C)CCCC(C)(C)N1O.COCCNCCOC.CCO.CCO.CCO.CCO
Total energy   -2999.8895 a.u.
Orbital gap   0.3087 Ha
ΔE to the lowest compared entry with this formula, charge and spin   160.6 kJ/mol

***

Record 4
Here is CH4BrClSi as an isolated structure in a non-equilibrium geometry from the Open Molecules 2025 dataset. Energies are from ωB97M-V with the def2-TZVPD basis set.

Structure (ORCA input):
```
! wB97M-V def2-TZVPD RIJCOSX def2/J DEFGRID3
* xyz 0 1
C 1.1193 1.3641 0.4180
Si -0.6166 -1.2456 -0.0690
Cl 1.8672 1.9465 -1.0697
Br -0.1295 2.7736 0.9731
H -0.3675 0.1308 -0.6687
H -1.6161 -1.5261 1.0356
H 0.6219 -1.2851 0.6481
H -0.8787 -2.1581 -1.2674
*
```

Total energy   -3364.0280 a.u.
Orbital gap   0.3104 Ha
ΔE to the lowest compared entry with this formula, charge and spin   582.7 kJ/mol